{"formula": "C4H16NSi2", "method": "ωB97M-V/def2-TZVPD", "orbital_gap_ev": 9.896, "multiplicity": 1, "molar_mass_da": 134.4, "de_lowest_kcal_mol": 54.8, "total_charge": 1, "lumo_ev": -4.93, "e_tot_ha": -795.3342, "elements": ["C", "C", "C", "C", "N", "Si", "Si", "H", "H", "H", "H", "H", "H", "H", "H", "H", "H", "H", "H", "H", "H", "H", "H"], "positions_angstrom": [[1.887315, 1.221840, -0.716397], [1.896275, -1.314933, 0.013100], [1.690810, 0.111184, 0.333562], [-1.227686, -0.038686, -0.552777], [0.337893, 0.216287, 0.944771], [-2.016000, -1.770562, -0.131701], [-2.344930, 1.526162, 0.044855], [1.014252, 1.279055, -1.439905], [1.914130, 2.245564, -0.213555], [2.872483, 1.263391, -1.254543], [1.073737, -1.594556, -0.710464], [2.190987, -1.874077, 0.925050], [2.790529, -1.448250, -0.675531], [2.458741, 0.313045, 1.247928], [-0.486454, 0.158788, -1.345590], [0.263725, -0.520527, 1.558015], [0.075727, 1.205582, 1.283885], [-2.618258, -1.733772, 1.106315], [-0.910576, -2.731450, 0.108625], [-2.860205, -1.956806, -1.176385], [-2.394085, 1.065820, 1.337096], [-1.909229, 2.900799, -0.023279], [-3.699171, 1.476111, -0.663069]], "atomic_forces_ev_per_a": [[-0.2, 1.5, -0.1], [1.4, -0.8, -2.8], [2.1, 2.2, 2.5], [1.2, 1.5, 1.6], [-1.6, 3.7, -3.5], [3.5, 0.5, 0.4], [-0.8, -1.0, -2.5], [1.3, -0.2, 0.6], [-0.4, -1.3, -0.3], [-1.0, -0.8, 0.4], [0.6, -0.7, 1.4], [-1.1, -0.2, -0.7], [-0.7, 0.4, 0.9], [-1.6, 0.0, -2.0], [-0.7, -0.6, 0.2], [-0.8, -1.6, 2.3], [0.8, -2.4, -0.1], [-1.2, 0.5, 1.9], [-0.1, 0.0, -0.5], [-1.7, -0.6, -2.2], [-0.4, -0.4, 2.4], [0.7, 0.3, -0.2], [0.9, -0.3, 0.4]]}